The following is a DFT calculation (ωB97M-V/def2-TZVPD) of a structure of composition C23H12CuN2O9 at a distorted geometry.

```
47
Properties=species:S:1:pos:R:3:forces:R:3
Cu 0.983 -0.085 0.310 -0.18 0.04 0.96
O 5.663 1.615 -0.350 -0.03 -0.01 0.01
O 4.958 4.410 0.162 -0.01 -0.02 -0.01
O 3.065 0.055 -0.166 0.22 0.13 -0.30
O 0.747 -1.925 0.105 -0.36 -0.92 -0.76
O 2.055 4.596 0.521 0.00 0.02 -0.02
O 0.339 -3.990 -0.588 -0.13 0.13 -0.10
O -0.550 0.871 -5.595 -0.10 -0.21 -0.19
O 0.986 1.785 0.181 0.00 1.01 -0.26
O 0.261 1.498 -3.720 0.13 0.03 0.30
N -1.838 0.315 0.576 0.23 0.00 0.07
N -0.176 0.642 -4.452 0.04 0.84 -0.29
C -0.763 -1.696 -4.805 0.05 0.40 -0.12
C -2.023 0.101 1.884 -0.06 0.05 -0.07
C 0.001 -2.304 -2.182 -0.09 -0.21 -0.03
C 1.549 -0.016 3.140 -0.08 0.02 0.16
C -3.322 -0.030 2.396 -0.11 -0.05 -0.06
C 0.069 0.049 5.027 -0.02 -0.01 0.14
C -2.887 0.439 -0.222 -0.10 -0.04 0.07
C -0.858 -2.992 -4.341 0.01 -0.07 0.13
C -4.412 0.078 1.552 0.07 0.01 0.12
C -0.271 -0.710 -3.956 -0.11 -1.15 0.43
C 0.386 -2.768 -0.771 0.40 -0.30 0.53
C 2.684 3.573 0.284 -0.20 -0.02 0.01
C -0.828 0.047 2.772 0.39 -0.02 0.23
C -0.478 -3.292 -3.042 -0.02 0.11 -0.09
C 3.272 1.303 -0.091 -0.20 -0.12 0.20
C 0.477 -0.004 2.248 -0.42 -0.19 -0.31
C -4.201 0.330 0.207 -0.01 0.01 -0.11
C -1.009 0.074 4.162 -0.13 0.03 -0.05
C 4.175 3.480 0.104 0.09 0.21 0.02
C 0.113 -1.004 -2.649 -0.03 0.29 -0.08
C 4.535 2.042 -0.148 0.14 -0.12 -0.07
C 2.191 2.209 0.129 0.38 0.16 -0.16
C 1.358 0.006 4.515 0.13 0.01 -0.08
H -0.093 0.073 6.099 -0.02 0.01 -0.01
H -1.057 -1.422 -5.806 0.00 -0.01 -0.03
H -5.417 -0.026 1.946 0.00 -0.01 0.00
H -0.534 -4.297 -2.649 0.00 0.01 0.03
H -5.024 0.437 -0.488 0.02 0.01 -0.01
H -2.673 0.650 -1.265 0.07 -0.04 -0.06
H -2.004 0.132 4.591 0.09 0.02 0.02
H 0.491 -0.211 -2.014 0.00 0.04 -0.07
H 2.212 -0.006 5.186 -0.02 0.00 0.00
H -3.481 -0.223 3.447 -0.02 -0.03 -0.06
H -1.233 -3.771 -4.994 0.00 0.00 -0.01
H 2.561 -0.041 2.747 0.00 -0.03 0.00
```
Forces are in eV/Å.

## Properties
net charge = -2
ΔE to the lowest compared entry with this formula, charge and spin = 28.9 kJ/mol
HOMO energy (spin up / spin down) = -1.232 / -1.395 eV
LUMO energy (spin up / spin down) = 3.85 / 3.85 eV
spin multiplicity = 2
molar mass = 523.90 g mol⁻¹

The natural (NBO) scheme yields these atomic charges, measured in e: atom 1 (Cu): 1.32, atom 2 (O): -0.61, atom 3 (O): -0.58, atom 4 (O): -0.76, atom 5 (O): -0.79, atom 6 (O): -0.64, atom 7 (O): -0.71, atom 8 (O): -0.43, atom 9 (O): -0.75, atom 10 (O): -0.34, atom 11 (N): -0.41, atom 12 (N): 0.53, atom 13 (C): -0.20, atom 14 (C): 0.24, atom 15 (C): -0.15, atom 16 (C): -0.20, atom 17 (C): -0.25, atom 18 (C): -0.27, atom 19 (C): 0.05, atom 20 (C): -0.24, atom 21 (C): -0.18, atom 22 (C): -0.02, atom 23 (C): 0.77, atom 24 (C): 0.40, atom 25 (C): -0.17, atom 26 (C): -0.14, atom 27 (C): 0.26, atom 28 (C): -0.28, atom 29 (C): -0.30, atom 30 (C): -0.19, atom 31 (C): 0.35, atom 32 (C): -0.09, atom 33 (C): 0.34, atom 34 (C): 0.22, atom 35 (C): -0.23, atom 36 (H): 0.19, atom 37 (H): 0.23, atom 38 (H): 0.19, atom 39 (H): 0.25, atom 40 (H): 0.20, atom 41 (H): 0.19, atom 42 (H): 0.18, atom 43 (H): 0.24, atom 44 (H): 0.19, atom 45 (H): 0.20, atom 46 (H): 0.20, atom 47 (H): 0.20

=====

The following is a DFT calculation (ωB97M-V/def2-TZVPD) of a structure of composition C23H13Cl5FIrN2O2.

```
47
Properties=species:S:1:pos:R:3:forces:R:3
Ir -0.279 0.736 -0.135 0.54 -0.07 0.01
Cl -5.035 3.625 -0.114 -0.01 -0.03 -0.01
Cl -2.105 3.249 -1.053 -0.07 0.09 -0.06
Cl -6.559 1.438 1.443 -0.02 0.01 -0.01
Cl -5.144 -1.345 1.910 0.04 0.04 -0.03
Cl -3.328 -1.262 -1.010 -0.01 0.00 0.01
F -2.327 -1.149 1.352 0.00 0.04 0.05
O -0.152 0.526 1.773 -0.02 0.01 -0.06
O -0.050 0.831 -2.198 -0.08 0.03 0.00
N 2.623 0.572 0.634 0.11 0.02 -0.02
N 1.757 0.692 -0.271 -0.26 -0.04 0.13
C 3.590 0.904 -1.929 0.01 -0.01 -0.02
C 2.284 0.448 1.942 -0.15 0.01 -0.03
C -2.220 0.812 0.025 -0.34 0.01 0.04
C -1.065 0.703 -3.222 0.02 0.00 0.00
C 4.259 0.067 5.123 -0.02 0.00 0.02
C 3.967 1.037 -3.255 0.01 0.00 0.01
C 2.245 0.829 -1.599 0.07 0.03 -0.12
C 4.742 0.324 2.395 0.04 0.00 0.01
C -3.032 -0.353 0.532 -0.03 -0.02 -0.11
C 5.782 0.201 3.282 -0.01 0.00 -0.02
C -4.261 2.149 0.145 0.01 0.10 0.05
C 5.546 0.072 4.659 0.02 0.00 0.01
C 1.655 1.030 -3.936 -0.03 0.00 -0.01
C -4.979 1.121 0.883 -0.04 -0.04 0.01
C 0.970 0.432 2.462 0.11 0.00 -0.04
C 3.411 0.322 2.849 0.05 -0.01 0.05
C 0.780 0.296 3.861 -0.11 -0.01 0.05
C 1.833 0.181 4.704 0.02 0.00 -0.01
C 3.175 0.190 4.231 0.04 0.00 -0.04
C -4.390 -0.066 1.100 -0.07 -0.11 0.10
C 1.292 0.899 -2.612 0.02 -0.01 0.06
C -2.968 1.964 -0.283 0.17 -0.06 -0.03
C 3.006 1.097 -4.251 0.01 0.00 -0.01
H 6.377 -0.024 5.344 -0.01 0.00 0.00
H 4.325 0.856 -1.140 -0.01 0.00 0.01
H -0.242 0.287 4.213 0.02 0.00 0.02
H 0.917 1.081 -4.722 0.00 0.00 0.00
H -1.082 1.610 -3.822 0.00 0.00 0.00
H -2.005 0.573 -2.702 0.01 0.00 0.00
H 5.016 1.094 -3.510 0.00 0.00 0.01
H 6.799 0.204 2.913 0.00 0.00 0.00
H 1.663 0.080 5.770 -0.02 0.00 0.00
H 4.053 -0.032 6.182 0.00 0.00 0.00
H -0.845 -0.173 -3.830 0.00 0.00 0.00
H 4.948 0.420 1.340 -0.02 0.00 0.00
H 3.302 1.199 -5.286 -0.01 0.00 0.00
```
Forces are in eV/Å.

## Properties
net charge = +1
ΔE to the lowest compared entry with this formula, charge and spin = 0.0 kJ/mol
HOMO energy (spin up / spin down) = -10.667 / -10.674 eV
LUMO energy (spin up / spin down) = -5.42 / -5.45 eV
spin multiplicity = 2
molar mass = 737.85 g mol⁻¹

The natural (NBO) scheme yields these atomic charges, measured in e: atom 1 (Ir): 0.93, atom 2 (Cl): 0.18, atom 3 (Cl): 0.06, atom 4 (Cl): 0.12, atom 5 (Cl): 0.16, atom 6 (Cl): 0.02, atom 7 (F): -0.29, atom 8 (O): -0.61, atom 9 (O): -0.51, atom 10 (N): -0.12, atom 11 (N): -0.29, atom 12 (C): -0.19, atom 13 (C): 0.03, atom 14 (C): -0.04, atom 15 (C): -0.24, atom 16 (C): -0.17, atom 17 (C): -0.20, atom 18 (C): 0.11, atom 19 (C): -0.23, atom 20 (C): 0.26, atom 21 (C): -0.16, atom 22 (C): 0.05, atom 23 (C): -0.21, atom 24 (C): -0.26, atom 25 (C): -0.13, atom 26 (C): 0.36, atom 27 (C): 0.06, atom 28 (C): -0.28, atom 29 (C): -0.08, atom 30 (C): -0.12, atom 31 (C): -0.04, atom 32 (C): 0.26, atom 33 (C): -0.21, atom 34 (C): -0.17, atom 35 (H): 0.23, atom 36 (H): 0.24, atom 37 (H): 0.24, atom 38 (H): 0.24, atom 39 (H): 0.21, atom 40 (H): 0.22, atom 41 (H): 0.24, atom 42 (H): 0.22, atom 43 (H): 0.23, atom 44 (H): 0.22, atom 45 (H): 0.21, atom 46 (H): 0.22, atom 47 (H): 0.23